1.
Entry from OMol25: a 7-piece molecular cluster, C41H41N7O15S overall at a distorted geometry (the ωB97M-V functional and the def2-TZVPD basis).

Last column: Mulliken charge in e.
Positions of all 105 atoms, in Å:
C: 3.421 2.013 -2.041  -0.418
C: 4.060 3.278 -2.792  -0.354
C: 3.491 4.699 -2.322  -0.666
C: 1.908 4.749 -2.087  -0.347
O: 1.135 3.920 -3.002  -0.179
O: -0.057 4.580 -3.170  -0.277
C: -1.000 4.133 -2.163  0.697
O: -1.114 4.729 -1.057  -0.539
N: -1.880 2.972 -2.371  -0.324
S: -3.084 3.276 -3.608  -0.112
H: 2.900 1.379 -2.856  0.261
H: 2.613 2.258 -1.279  0.089
H: 4.201 1.306 -1.579  0.001
H: 3.986 3.128 -3.931  0.291
H: 5.189 3.276 -2.548  0.246
H: 3.732 5.486 -3.132  0.288
H: 4.006 5.042 -1.360  0.274
H: 1.690 4.540 -0.977  0.231
H: 1.570 5.840 -2.255  0.407
H: -2.406 2.767 -1.500  0.332
H: -4.292 2.745 -3.123  0.094
C: -4.722 -2.721 -1.181  -0.676
C: -4.973 -2.818 -2.547  -0.188
C: -5.442 -1.714 -3.249  -0.483
C: -5.654 -0.514 -2.573  0.060
C: -5.413 -0.412 -1.204  -0.441
C: -4.946 -1.523 -0.510  -0.419
N: -6.125 0.659 -3.313  1.073
O: -6.344 0.529 -4.505  -0.593
O: -6.268 1.706 -2.692  -0.621
H: -4.350 -3.584 -0.638  0.415
H: -4.798 -3.756 -3.066  0.537
H: -5.633 -1.802 -4.313  0.471
H: -5.580 0.517 -0.671  0.498
H: -4.752 -1.453 0.555  0.413
C: -0.200 -1.256 2.830  -0.649
C: -0.044 0.119 2.685  -0.595
C: 1.111 0.632 2.105  0.033
C: 2.102 -0.244 1.668  -0.645
C: 1.956 -1.622 1.816  -0.006
C: 0.800 -2.125 2.401  -0.554
N: 3.307 0.293 1.033  1.183
O: 3.406 1.506 0.938  -0.607
O: 4.144 -0.504 0.629  -0.642
H: -1.105 -1.653 3.279  0.473
H: -0.825 0.792 3.023  0.537
H: 1.220 1.705 1.998  0.539
H: 2.725 -2.310 1.483  0.461
H: 0.674 -3.196 2.519  0.430
C: 5.074 0.807 6.460  -0.452
C: 4.494 0.580 5.216  -0.409
C: 3.370 -0.232 5.109  0.353
C: 2.833 -0.808 6.258  -0.251
C: 3.413 -0.591 7.506  -0.452
C: 4.539 0.220 7.602  -0.481
N: 1.635 -1.643 6.153  0.948
O: 1.163 -1.827 5.038  -0.512
O: 1.171 -2.106 7.184  -0.605
H: 5.948 1.447 6.540  0.378
H: 4.916 1.040 4.328  0.449
H: 2.927 -0.401 4.135  0.238
H: 3.004 -1.041 8.403  0.453
H: 4.997 0.398 8.569  0.374
C: -7.950 -8.242 -2.767  -0.357
C: -7.856 -6.860 -2.899  -0.617
C: -6.717 -6.290 -3.458  -0.078
C: -5.679 -7.116 -3.885  0.043
C: -5.764 -8.499 -3.748  -0.337
C: -6.906 -9.060 -3.186  -0.458
N: -4.488 -6.522 -4.497  1.018
O: -4.439 -5.302 -4.583  -0.645
O: -3.614 -7.277 -4.889  -0.590
H: -8.843 -8.684 -2.335  0.369
H: -8.673 -6.227 -2.569  0.376
H: -6.657 -5.212 -3.555  0.454
H: -4.959 -9.148 -4.074  0.439
H: -6.983 -10.137 -3.078  0.369
C: -5.328 3.757 4.147  -0.381
C: -5.043 3.317 5.436  -0.421
C: -3.723 3.205 5.858  -0.379
C: -2.694 3.542 4.981  0.003
C: -2.972 3.976 3.686  -0.302
C: -4.295 4.082 3.272  -0.555
N: -1.303 3.450 5.429  1.055
O: -1.095 3.048 6.563  -0.606
O: -0.430 3.785 4.643  -0.596
H: -6.360 3.849 3.822  0.382
H: -5.852 3.063 6.113  0.373
H: -3.514 2.861 6.865  0.439
H: -2.177 4.236 2.996  0.564
H: -4.523 4.423 2.267  0.422
C: 7.246 -0.124 -2.369  -0.420
C: 6.734 -0.330 -3.646  -0.428
C: 7.436 0.118 -4.759  -0.314
C: 8.656 0.768 -4.581  0.046
C: 9.171 0.984 -3.304  -0.297
C: 8.460 0.535 -2.196  -0.499
N: 9.413 1.219 -5.751  0.989
O: 8.922 1.030 -6.854  -0.597
O: 10.493 1.756 -5.558  -0.598
H: 6.697 -0.480 -1.502  0.449
H: 5.787 -0.843 -3.774  0.397
H: 7.027 -0.049 -5.749  0.432
H: 10.117 1.493 -3.157  0.436
H: 8.853 0.695 -1.198  0.391

Summary:
**Electronic energy**: -95138.5761 eV
**HOMO-LUMO gap**: 0.2851 Eh
**Total charge**: 0
**Structure (SMILES)**: O=[N+]([O-])c1ccccc1.O=[N+]([O-])c1ccccc1.O=[N+]([O-])c1ccccc1.O=[N+]([O-])c1ccccc1.O=[N+]([O-])c1ccccc1.O=[N+]([O-])c1ccccc1.CCCCOOC(=O)NS
**Multiplicity**: 1
**E_HOMO**: -8.7 eV

=====

2.
Entry from OMol25: C41H42CoP2Se as an isolated structure at a distorted geometry (the ωB97M-V functional and the def2-TZVPD basis).

Last column: Mulliken charge in e.
Positions of all 87 atoms, in Å:
Co: 0.158 0.146 -0.568  0.121
C: -1.920 -0.083 0.591  -0.032
C: -1.891 -0.485 -0.742  -0.498
C: -2.370 0.219 -1.984  -0.044
C: -1.441 1.347 -2.531  -0.829
C: -0.417 1.899 -1.558  -0.336
C: -0.727 2.435 -0.299  -0.789
C: -2.092 2.441 0.293  -0.741
C: -2.347 1.218 1.192  -0.127
C: 1.734 -0.795 -0.945  -1.366
H: -1.724 -0.871 1.340  0.521
H: -1.691 -1.569 -0.891  0.580
H: -3.394 0.613 -1.922  0.517
H: -2.428 -0.532 -2.781  -0.670
H: -0.893 0.957 -3.399  0.335
H: -2.060 2.165 -2.942  0.376
H: 0.545 2.197 -2.004  0.736
H: 0.003 3.081 0.201  0.596
H: -2.863 2.527 -0.490  0.270
H: -2.188 3.345 0.909  0.502
H: -1.787 1.348 2.140  -0.302
H: -3.405 1.220 1.509  0.475
H: 1.832 -1.680 -0.299  0.349
H: 2.646 -0.175 -0.845  0.282
H: 1.607 -1.127 -1.991  0.373
P: -0.046 -2.014 -8.990  0.194
P: 1.810 0.413 -9.313  0.051
C: -0.778 -0.464 -9.527  -0.561
C: 0.083 0.535 -9.881  -0.778
C: -0.707 -3.241 -10.207  0.210
C: -1.842 -3.009 -10.994  0.059
C: -2.372 -4.027 -11.788  -0.565
C: -1.718 -5.252 -11.906  -0.484
C: -0.505 -5.446 -11.225  -0.478
C: -0.002 -4.453 -10.386  -0.476
C: -1.018 -2.249 -7.446  0.654
C: -0.670 -1.382 -6.388  -0.715
C: -1.364 -1.464 -5.182  0.145
C: -2.384 -2.416 -5.028  -0.601
C: -2.726 -3.267 -6.090  -0.697
C: -2.048 -3.188 -7.309  -0.498
C: 2.609 1.094 -10.855  0.301
C: 2.551 0.272 -11.997  -0.364
C: 2.973 0.750 -13.235  -0.539
C: 3.515 2.036 -13.352  -0.461
C: 3.650 2.827 -12.207  -0.531
C: 3.211 2.355 -10.962  -0.378
C: 1.981 1.835 -8.176  0.422
C: 3.163 1.903 -7.403  -0.413
C: 3.403 3.029 -6.622  -0.557
C: 2.460 4.066 -6.570  -0.514
C: 1.250 3.947 -7.272  -0.662
C: 0.997 2.821 -8.055  -0.110
H: -1.861 -0.353 -9.487  0.688
H: -0.165 1.393 -10.528  0.714
H: -2.306 -2.033 -10.983  0.330
H: -3.300 -3.858 -12.326  0.388
H: -2.124 -6.046 -12.533  0.369
H: 0.047 -6.385 -11.352  0.356
H: 0.944 -4.607 -9.851  0.360
H: 0.125 -0.641 -6.532  0.389
H: -1.089 -0.790 -4.368  -0.056
H: -2.905 -2.485 -4.070  0.362
H: -3.524 -3.995 -5.956  0.362
H: -2.329 -3.839 -8.140  0.318
H: 2.140 -0.734 -11.904  0.410
H: 2.862 0.123 -14.122  0.359
H: 3.830 2.413 -14.329  0.350
H: 4.086 3.825 -12.289  0.363
H: 3.322 2.985 -10.082  0.283
H: 3.888 1.080 -7.438  0.367
H: 4.344 3.113 -6.059  0.397
H: 2.663 4.963 -5.981  0.403
H: 0.505 4.735 -7.223  0.405
H: 0.048 2.713 -8.579  0.375
Se: 0.967 0.850 1.350  -0.117
C: 0.414 -0.313 2.742  0.228
C: -0.329 0.201 3.829  -0.442
C: -0.819 -0.685 4.784  -0.569
C: -0.589 -2.057 4.662  -0.477
C: 0.251 -2.539 3.656  -0.439
C: 0.773 -1.672 2.697  -0.384
H: -0.534 1.273 3.874  0.541
H: -1.392 -0.297 5.629  0.366
H: -1.043 -2.752 5.378  0.364
H: 0.506 -3.590 3.614  0.389
H: 1.411 -2.027 1.895  0.293

Summary:
**Electronic energy**: -164744.4131 eV
**HOMO-LUMO gap (alpha / beta)**: 0.2648 / 0.2583 Eh
**Total charge**: 0
**Expectation value of S²**: 3.789
**Multiplicity**: 4
**E_HOMO (alpha / beta)**: -6.7 / -7.4 eV